[1]
The following is a quantum chemistry calculation of a cluster of 7 separate species, C20H36BF3O30S6 in total, from the OMol25 dataset.

Geometry as XYZ:
```
96
Properties=species:S:1:pos:R:3:forces:R:3
C 0.243 -3.422 -1.266 0.0 -0.6 0.1
O 1.203 -2.887 -0.345 -0.4 0.6 0.0
B 0.741 -2.336 0.817 0.0 -0.4 0.2
O 0.150 -3.170 1.746 -0.1 0.5 -0.3
C 0.972 -0.779 1.162 0.3 -0.4 -0.6
O 1.730 -0.661 2.382 0.0 0.0 0.0
C 1.786 -0.128 0.046 -0.2 0.1 -0.3
O 1.528 1.288 0.131 0.1 -0.1 0.2
C 0.358 1.501 0.770 -0.2 0.6 0.0
O -0.072 2.607 0.973 0.2 -0.8 -0.2
C -0.247 0.166 1.224 0.2 0.2 0.6
C -1.481 -0.347 0.470 0.1 0.0 0.0
C -2.795 0.444 0.595 0.0 -0.3 0.0
O -3.009 0.887 1.918 -0.1 -0.1 -0.2
C -2.982 1.611 -0.395 -0.1 0.0 0.0
F -2.668 2.811 0.074 0.1 0.1 0.2
F -4.290 1.687 -0.752 -0.1 -0.1 0.0
F -2.287 1.418 -1.529 0.0 -0.1 0.0
H -0.305 -4.254 -0.810 0.0 0.1 0.0
H -0.469 -2.656 -1.591 0.1 0.0 0.0
H 0.782 -3.787 -2.136 0.0 0.1 0.1
H -0.312 -2.677 2.434 0.0 -0.2 0.1
H 1.517 -1.398 2.966 0.0 0.1 -0.1
H 2.854 -0.335 0.137 -0.1 0.3 0.1
H 1.444 -0.451 -0.943 0.1 -0.2 0.2
H -0.472 0.333 2.284 -0.3 -0.1 -0.2
H -1.244 -0.527 -0.586 -0.1 0.1 0.1
H -1.711 -1.334 0.893 0.0 0.1 -0.1
H -3.597 -0.248 0.311 0.1 0.1 -0.1
H -3.777 0.420 2.272 0.0 0.2 0.1
C -7.680 1.088 1.286 -0.3 -0.1 -0.1
C -7.687 2.056 2.448 0.3 0.1 -0.1
O -7.753 1.193 3.610 -0.1 -0.2 -0.1
S -6.944 -0.143 3.323 0.0 0.3 -0.2
O -5.615 -0.004 3.830 0.1 -0.2 0.0
O -7.745 -1.252 3.688 0.1 0.0 0.2
O -6.850 -0.004 1.748 0.0 0.1 0.0
H -8.681 0.707 1.076 0.0 0.0 0.0
H -7.246 1.498 0.386 0.2 0.0 0.0
H -8.545 2.721 2.445 -0.1 -0.1 0.1
H -6.766 2.637 2.508 0.0 0.0 -0.1
C 4.914 -1.762 -4.073 0.3 -0.2 -0.1
C 4.219 -0.920 -5.114 0.0 0.4 0.2
O 3.149 -1.764 -5.583 0.1 -0.2 0.0
S 2.616 -2.667 -4.386 0.1 0.1 0.0
O 1.467 -2.072 -3.795 0.0 0.0 0.0
O 2.572 -4.017 -4.819 -0.1 0.0 0.0
O 3.842 -2.447 -3.392 -0.1 0.2 -0.1
H 5.566 -2.507 -4.528 -0.1 0.0 0.0
H 5.485 -1.165 -3.370 -0.2 -0.1 0.1
H 4.879 -0.655 -5.933 -0.2 -0.2 -0.2
H 3.784 -0.018 -4.678 0.0 0.0 0.0
C 7.973 -0.598 0.413 -0.2 -0.2 0.0
C 8.950 -1.454 -0.368 0.2 0.1 0.1
O 8.601 -1.199 -1.740 -0.1 0.0 0.0
S 8.110 0.313 -1.903 0.0 -0.1 0.1
O 9.177 1.118 -2.375 0.0 0.1 0.0
O 6.867 0.285 -2.589 0.1 0.1 -0.1
O 7.879 0.612 -0.361 0.2 0.0 0.0
H 6.984 -1.056 0.469 0.0 0.0 0.0
H 8.324 -0.352 1.410 0.0 0.1 0.0
H 8.844 -2.515 -0.166 -0.1 0.0 -0.1
H 9.984 -1.145 -0.204 0.0 0.0 0.0
C 9.446 -1.057 -6.772 0.0 0.2 0.1
C 9.083 -1.882 -5.554 0.2 -0.2 0.0
O 7.689 -2.178 -5.745 0.0 0.3 -0.1
S 7.377 -2.346 -7.309 0.3 0.0 0.1
O 7.386 -3.723 -7.639 -0.1 0.0 -0.2
O 6.280 -1.506 -7.632 -0.1 -0.1 0.1
O 8.726 -1.684 -7.845 0.1 -0.1 0.1
H 9.109 -0.023 -6.678 0.0 0.0 0.0
H 10.508 -1.080 -6.998 0.0 -0.1 -0.1
H 9.207 -1.342 -4.620 -0.1 0.0 0.0
H 9.639 -2.820 -5.519 0.0 0.0 0.0
C -5.813 0.273 7.992 0.2 0.1 0.0
C -5.751 -0.759 6.885 -0.3 0.1 0.0
O -5.498 -1.989 7.586 0.1 0.1 0.1
S -6.217 -1.970 9.010 0.0 0.1 -0.1
O -7.464 -2.641 8.937 0.0 0.0 0.1
O -5.258 -2.319 9.995 0.0 -0.1 0.0
O -6.500 -0.397 9.060 -0.1 0.0 -0.1
H -4.818 0.556 8.340 0.0 0.0 0.0
H -6.371 1.162 7.711 -0.1 0.0 0.1
H -4.953 -0.573 6.176 0.1 -0.2 0.0
H -6.702 -0.844 6.359 0.0 0.0 0.0
C -4.858 5.372 0.489 0.2 -0.1 -0.3
C -5.489 6.396 -0.437 0.0 0.1 0.2
O -6.748 5.794 -0.811 0.2 0.0 0.1
S -7.304 4.919 0.391 0.2 0.0 -0.2
O -8.283 5.627 1.132 -0.1 -0.1 0.0
O -7.580 3.623 -0.128 -0.3 0.1 0.1
O -5.971 4.867 1.252 -0.1 0.2 0.1
H -4.414 4.536 -0.050 0.0 0.1 -0.1
H -4.126 5.804 1.165 -0.1 0.0 0.1
H -4.905 6.580 -1.333 -0.1 -0.1 -0.1
H -5.691 7.337 0.076 0.0 0.0 0.0
```
Positions in Å, forces in eV/Å.

Computed properties:
- F_max (hartree/bohr) = 0.016
- charge = 0
- HOMO-LUMO gap (eV) = 9.935
- total energy (eV) = -156586.595
- LUMO (eV) = -0.044

Here are the Löwdin charges for atoms 1 to 8, given in e: -0.0390, 0.0435, -0.5800, 0.1927, -0.3188, 0.0282, -0.0545, 0.0629

=====

[2]
The following is a quantum chemistry calculation of a cluster of 8 separate species, C15H43ClN13O7 in total at a distorted geometry, from the OMol25 dataset.

Geometry as XYZ:
```
79
Properties=species:S:1:pos:R:3:forces:R:3
Cl 1.443 -1.204 0.416 -0.3 0.1 -0.4
C 4.745 -3.503 1.397 2.5 -1.2 -0.6
O 5.867 -3.950 1.280 1.6 -0.9 0.8
N 3.945 -3.527 2.438 -0.7 -0.3 2.8
N 4.118 -2.983 0.393 -3.0 2.4 -3.5
H 4.180 -4.052 3.267 -0.2 0.5 -0.1
H 3.167 -2.886 2.366 0.1 -0.7 1.0
H 3.242 -2.558 0.661 -0.2 0.0 -0.8
H 4.460 -2.548 -0.452 0.9 -0.5 0.7
C -0.098 -3.734 -3.116 0.1 -3.1 1.2
O -0.175 -4.906 -2.774 0.0 0.1 0.9
N 0.594 -2.766 -2.540 1.5 1.9 0.5
N -0.708 -3.343 -4.219 -1.3 1.2 -2.7
H 0.924 -2.729 -1.586 0.1 -0.2 -0.1
H 0.716 -1.962 -3.139 0.2 0.2 0.9
H -1.577 -3.824 -4.406 0.3 0.2 -0.3
H -0.587 -2.369 -4.457 -0.8 -0.3 -0.2
C 1.160 -3.426 3.707 0.7 2.5 -2.3
O 1.361 -3.946 4.734 0.5 -2.2 4.9
N 0.921 -4.086 2.594 -1.4 -2.8 -2.9
N 1.332 -2.129 3.405 0.2 1.4 0.7
H 0.873 -5.091 2.677 -0.2 0.2 -0.2
H 0.449 -3.642 1.819 0.3 -0.2 0.2
H 1.657 -1.496 4.122 -0.2 0.1 -0.2
H 1.600 -1.963 2.446 -0.5 0.8 0.1
C -2.528 -2.784 -0.549 0.2 2.5 -2.6
O -3.440 -3.510 -0.816 -2.0 -1.3 0.0
N -1.546 -3.079 0.260 1.1 -1.8 2.0
N -2.354 -1.554 -1.160 0.2 0.8 -0.2
H -1.704 -4.022 0.586 0.8 0.1 0.4
H -0.682 -2.571 0.384 -0.1 0.2 0.0
H -2.970 -1.221 -1.888 0.0 -0.5 0.2
H -1.406 -1.206 -1.194 -0.2 0.1 0.1
C 5.042 -0.561 -1.978 2.4 1.1 1.0
O 5.705 -0.027 -1.113 0.4 0.9 0.1
N 3.933 -1.163 -1.799 -6.2 -2.4 3.7
N 5.231 -0.591 -3.258 3.5 0.7 -6.2
H 3.423 -0.812 -1.001 -0.3 -0.7 0.4
H 3.553 -1.999 -2.220 0.2 0.5 -0.4
H 6.032 -0.169 -3.707 0.3 -0.1 0.5
H 4.851 -1.334 -3.827 -0.3 0.4 0.3
C 2.603 1.092 3.933 -6.3 -1.3 2.2
O 1.505 0.641 4.284 -0.3 -0.4 0.2
N 3.176 0.785 2.859 3.2 -2.0 -4.9
N 3.122 2.076 4.550 3.2 4.5 3.5
H 2.604 0.397 2.123 0.5 -0.4 -0.3
H 4.117 1.139 2.766 -0.3 -0.4 -1.1
H 2.677 2.507 5.348 0.3 -0.4 -0.2
H 4.040 2.367 4.245 -0.3 0.5 0.5
C -1.155 3.718 0.475 1.1 1.5 0.2
C -1.745 2.650 -0.330 -3.3 -1.6 1.2
C -2.664 1.845 0.637 -2.6 1.2 0.7
C -4.023 2.570 0.990 1.3 -0.7 0.5
C -4.812 2.855 -0.254 0.6 1.1 0.2
C -3.966 3.660 -1.313 -0.8 0.3 1.2
N -2.621 3.079 -1.472 -1.2 -2.8 3.1
O -1.860 3.560 -2.462 1.1 1.1 -2.2
C -4.700 3.647 -2.648 0.9 0.0 -1.2
C -3.890 5.130 -0.842 0.5 0.5 -0.3
C -0.728 1.613 -0.648 1.9 0.4 -1.8
H -0.707 4.509 -0.127 -0.2 0.2 -0.2
H -0.286 3.273 0.960 -0.3 0.2 0.8
H -1.920 4.120 1.139 0.5 0.3 0.3
H -2.991 0.907 0.188 0.5 -0.2 0.0
H -2.262 1.711 1.642 0.9 -0.5 -0.4
H -3.875 3.414 1.664 0.4 0.8 -0.6
H -4.575 1.981 1.722 -0.3 -0.8 -0.4
H -5.569 3.570 0.066 -0.6 -0.2 -0.5
H -5.246 1.917 -0.599 0.0 0.2 -0.5
H -4.241 4.342 -3.350 0.4 0.1 0.0
H -4.553 2.674 -3.116 -0.4 -0.2 0.0
H -5.740 3.970 -2.699 -0.1 -0.4 0.8
H -4.690 5.769 -1.214 -0.2 -0.2 -0.3
H -3.886 5.343 0.227 0.3 -0.6 0.2
H -2.953 5.481 -1.276 0.0 0.5 0.1
H -0.242 1.157 0.214 -0.9 -0.5 0.2
H 0.167 2.086 -1.052 0.1 0.2 -0.7
H -1.095 0.916 -1.403 0.1 -0.3 0.3
H -1.765 2.757 -2.980 0.4 0.3 -0.7
```
Positions in Å, forces in eV/Å.

Computed properties:
- F_max (hartree/bohr) = 0.149
- charge = -1
- HOMO-LUMO gap (eV) = 8.406
- total energy (eV) = -62483.001
- LUMO (eV) = 2.001

Here are the Löwdin charges for atoms 1 to 8, given in e: 0.0445, -0.7829, 0.0096, 0.1780, 0.1483, 0.1248, 0.0489, -0.0369

=====

[3]
The following is a quantum chemistry calculation of a cluster of 2 separate species, C4H11N3S2 in total at a distorted geometry, from the OMol25 dataset.

Geometry as XYZ:
```
20
Properties=species:S:1:pos:R:3:forces:R:3
C 0.670 -3.434 -1.112 -2.5 -1.2 2.1
C -2.626 2.630 1.776 -2.2 2.0 -0.9
C -2.117 2.145 0.490 -1.8 -2.8 -2.9
C 0.671 0.503 1.150 0.1 3.6 -1.0
H 0.472 -1.456 -0.874 -1.5 -1.5 0.0
H -1.081 -2.439 -0.358 4.0 0.6 -0.7
H -0.051 -4.318 -0.777 2.0 0.8 -1.3
H -2.513 3.704 1.689 -1.0 0.6 0.4
H -1.932 2.438 2.506 1.6 -1.1 2.0
H -3.632 2.282 2.082 0.6 0.3 -0.3
H -2.759 2.177 -0.557 1.2 0.6 2.8
H -2.012 1.064 0.593 0.2 -0.2 -0.4
H 0.789 2.298 2.129 -0.8 -0.5 -2.5
H 1.291 0.131 1.930 0.3 -0.1 1.2
H 0.538 -1.116 0.643 -0.2 0.0 -0.5
N 0.044 -2.351 -0.519 -1.2 -2.5 -3.1
N 0.565 1.900 1.147 -0.5 0.7 1.9
N 0.270 -0.231 0.214 0.0 1.1 2.2
S 2.141 -3.475 -1.853 -1.2 0.0 0.5
S -0.570 2.784 0.058 2.9 -0.4 0.5
```
Positions in Å, forces in eV/Å.

Computed properties:
- F_max (hartree/bohr) = 0.086
- charge = 0
- HOMO-LUMO gap (eV) = 8.879
- total energy (eV) = -30463.580
- LUMO (eV) = 0.517

Here are the natural (NBO) charges for atoms 1 to 8, given in e: -0.0748, -0.6252, -0.6062, 0.2890, 0.4413, 0.4118, 0.1672, 0.2106

=====

[4]
The following is a quantum chemistry calculation of a structure of composition C38H31Cl2EuN8O5 at a distorted geometry, from the OMol25 dataset.

Geometry as XYZ:
```
85
Properties=species:S:1:pos:R:3:forces:R:3
Eu 0.002 -0.681 -0.407 0.3 0.4 0.0
Cl -3.080 5.474 1.701 -0.4 1.0 0.3
C -2.959 3.823 1.297 0.2 0.2 -0.2
C -1.703 3.418 0.866 -1.7 0.0 0.8
C -1.455 2.109 0.652 1.7 -1.5 -0.4
N -0.116 1.637 0.442 0.1 -0.1 -0.4
C 0.941 2.447 0.352 -0.7 3.2 -0.4
O 0.925 3.750 0.224 0.7 -3.6 0.4
C 2.304 1.766 0.278 0.1 0.5 -0.1
C 3.487 2.450 0.471 0.9 1.1 0.6
C 4.737 1.851 0.200 -0.7 1.8 0.6
C 4.750 0.602 -0.316 -1.0 -2.0 -1.1
C 3.522 -0.067 -0.449 0.0 0.2 -0.2
N 2.351 0.509 -0.127 0.0 -1.8 -0.8
C -2.470 1.135 0.795 -0.4 0.0 0.4
C -3.737 1.586 1.158 -0.3 0.4 0.1
C -4.009 2.941 1.426 1.2 -0.9 -0.4
Cl -5.546 3.430 1.978 -0.5 0.1 0.1
N -2.108 -0.209 0.629 -0.9 -1.6 0.0
C -2.911 -1.216 1.177 -0.2 1.7 1.0
O -3.833 -1.032 1.991 0.9 -0.5 -1.1
C -2.533 -2.655 0.839 -1.3 1.8 1.4
C -3.363 -3.658 1.310 -0.7 -1.3 -0.2
C -3.043 -4.975 0.988 0.3 0.7 -0.3
C -1.875 -5.200 0.265 0.9 0.2 0.2
C -1.077 -4.117 -0.079 0.0 0.5 0.1
N -1.408 -2.838 0.213 1.2 -1.1 -1.1
H -0.872 4.042 0.882 0.9 1.4 -0.2
H 3.461 3.488 0.841 -0.1 -0.6 -0.3
H 5.644 2.436 0.353 -0.2 -0.2 -0.1
H 5.584 0.079 -0.766 0.4 0.3 0.5
H 3.521 -1.083 -0.909 -0.4 0.9 0.5
H -4.520 0.871 1.316 -0.2 -0.1 0.0
H -4.281 -3.495 1.884 0.6 0.5 -0.3
H -3.717 -5.765 1.275 0.1 -0.2 0.1
H -1.431 -6.170 0.067 -0.6 -0.1 -0.1
H -0.130 -4.210 -0.607 -0.3 -0.3 0.2
C -2.610 0.020 -4.232 0.5 -0.7 -0.2
C -2.115 -0.882 -5.170 0.9 -1.3 1.6
C -1.206 -1.886 -4.734 0.4 0.7 -0.9
C -0.743 -1.911 -3.412 -0.2 0.3 -0.2
N -1.291 -1.038 -2.534 0.5 0.1 0.0
C -2.137 -0.076 -2.919 -0.4 -0.7 -0.4
C 0.385 -2.819 -2.918 -1.9 0.9 0.6
C 0.502 -4.034 -3.557 1.2 -1.4 0.5
C 1.436 -5.008 -3.154 1.1 0.1 -1.1
C 2.334 -4.664 -2.119 -1.6 0.0 -0.7
C 2.067 -3.498 -1.429 -0.8 1.5 0.0
C 1.048 -2.506 -1.719 1.7 -1.5 -0.6
H -3.361 0.694 -4.585 -0.2 0.7 0.4
H -2.441 -0.866 -6.190 -0.1 0.1 -0.4
H -0.719 -2.534 -5.484 -0.5 0.3 0.5
H -2.472 0.593 -2.128 -0.1 0.0 -0.2
H -0.184 -4.257 -4.325 -0.5 -0.4 -1.0
H 1.653 -5.916 -3.804 -0.7 1.1 1.1
H 3.129 -5.322 -1.809 0.2 -0.1 0.0
H 2.690 -3.285 -0.590 0.5 0.0 0.8
O -0.492 4.964 5.160 -0.5 0.1 -0.1
C -1.382 3.872 4.891 2.3 -0.2 1.0
N -0.586 2.823 4.157 -2.9 1.6 -0.4
C 0.140 1.945 4.812 0.5 -1.2 0.5
O 0.377 1.977 6.010 0.0 0.4 0.2
C 0.781 0.879 3.987 0.1 -0.5 -0.8
C 2.065 0.581 4.333 1.1 -1.9 -2.4
C 2.808 -0.395 3.571 -0.4 1.8 1.9
C 2.187 -0.971 2.524 -0.3 -0.8 -0.4
N 0.932 -0.682 2.136 0.8 -0.3 0.2
C 0.282 0.221 2.852 -1.6 -0.3 -0.6
H -0.061 4.854 6.024 -0.3 -0.3 -0.5
H -2.168 4.219 4.228 0.0 0.0 0.1
H -1.718 3.518 5.902 -0.1 -0.2 -1.3
H -0.915 2.609 3.213 0.4 0.1 0.3
H 2.520 1.198 5.027 0.9 0.7 1.7
H 3.842 -0.641 3.795 -0.2 0.1 0.1
H 2.721 -1.740 2.001 0.0 -0.3 -0.6
H -0.708 0.317 2.375 0.2 0.7 1.2
C 2.127 1.437 -4.416 0.2 -0.7 0.2
C 1.275 1.566 -3.161 0.0 -0.1 -0.6
N 1.077 2.831 -2.802 -1.3 0.6 1.8
O 0.814 0.578 -2.589 0.1 0.4 0.2
H 3.194 1.617 -4.153 -0.7 -0.2 -0.4
H 1.810 2.058 -5.257 0.1 0.4 0.4
H 1.962 0.424 -4.772 0.5 -0.2 0.1
H 1.597 3.532 -3.280 0.1 0.5 -0.2
H 0.506 3.130 -1.966 1.1 -0.6 -1.1
```
Positions in Å, forces in eV/Å.

Computed properties:
- F_max (hartree/bohr) = 0.071
- charge = 0
- HOMO-LUMO gap (alpha / beta) (eV) = 7.388 / 7.502
- spin multiplicity = 7
- total energy (eV) = -106444.304
- LUMO (alpha / beta) (eV) = 0.011 / 0.116

Here are the Löwdin charges for atoms 1 to 8, given in e: 1.9434, 0.7063, -0.7184, -0.0852, -0.2446, -0.0305, -0.4405, -0.0696

=====

[5]
The following is a quantum chemistry calculation of an isolated molecule of C4H11NO at a distorted geometry, from the OMol25 dataset.

Geometry as XYZ:
```
17
Properties=species:S:1:pos:R:3:forces:R:3
C -1.118 -0.100 1.867 -0.9 0.4 0.7
N -0.169 -0.767 1.021 0.7 0.1 -0.1
C -0.611 0.985 -0.783 0.2 0.9 2.0
C 0.037 -0.365 -0.368 -1.0 0.7 -1.8
C 1.500 -0.349 -0.795 -0.1 -1.1 1.5
O 1.673 -0.131 -2.169 -0.7 -0.7 -0.4
H -1.384 -0.717 2.737 0.0 -0.3 -0.4
H -0.855 0.856 2.352 0.4 0.1 -0.5
H -2.027 0.092 1.307 -0.2 -0.1 0.0
H 0.701 -0.870 1.519 0.3 -0.1 -0.2
H -1.690 1.024 -0.657 -0.2 -0.3 -0.2
H -0.253 1.698 -0.020 -0.1 0.0 -0.1
H -0.359 1.492 -1.711 0.3 -0.8 -0.4
H -0.419 -1.122 -1.037 0.0 -0.1 0.3
H 1.873 -1.336 -0.467 0.3 0.1 -0.3
H 2.052 0.365 -0.182 0.1 0.4 -0.5
H 1.048 -0.758 -2.612 0.8 0.8 0.3
```
Positions in Å, forces in eV/Å.

Computed properties:
- F_max (hartree/bohr) = 0.043
- charge = 0
- HOMO-LUMO gap (eV) = 9.675
- total energy (eV) = -7862.947
- LUMO (eV) = 0.989

Here are the natural (NBO) charges for atoms 1 to 8, given in e: -0.4096, -0.6333, -0.6440, -0.0497, -0.0609, -0.7008, 0.1972, 0.1653

=====

[6]
The following is a quantum chemistry calculation of an isolated molecule of C3H6N2OS at a distorted geometry, from the OMol25 dataset.

Geometry as XYZ:
```
13
Properties=species:S:1:pos:R:3:forces:R:3
C 0.892 0.201 -0.156 -0.1 -0.3 -0.9
C -0.470 -0.320 0.414 0.6 1.3 -0.8
C -1.546 0.744 0.443 -0.4 0.7 -0.5
H 2.845 -0.449 0.057 -0.1 0.1 -0.2
H 1.680 -1.376 0.903 0.0 -0.2 0.1
H 0.367 1.777 -1.083 0.1 -0.5 -0.4
H -0.313 -0.669 1.423 -0.1 -0.2 0.4
H -1.394 -0.948 -1.590 0.0 -0.2 -0.2
H -2.361 0.576 1.151 -0.2 -0.3 0.4
N 1.881 -0.636 0.266 0.3 -0.1 0.2
N 1.151 1.123 -1.016 -0.6 -0.1 1.4
O -1.613 1.724 -0.267 0.3 -0.7 0.3
S -1.119 -1.746 -0.546 0.0 0.6 0.2
```
Positions in Å, forces in eV/Å.

Computed properties:
- F_max (hartree/bohr) = 0.033
- charge = 0
- HOMO-LUMO gap (eV) = 9.414
- total energy (eV) = -19070.531
- LUMO (eV) = 0.314

Here are the natural (NBO) charges for atoms 1 to 8, given in e: 0.4287, -0.5033, 0.4309, 0.4062, 0.3813, 0.3696, 0.2385, 0.1418

=====

Q: total energy of number 2 (C15H43ClN13O7)?
A: -62483.001 eV

=====

Q: What is the formula in the sixth record?
A: C3H6N2OS

=====

Q: The lowest total energy belongs to which entry?
A: C20H36BF3O30S6